Record 1
Entry from the Open Molecules 2025 dataset: a 2-piece molecular cluster, C2H2Cl2O2 overall at a distorted geometry (wB97M-V/def2-TZVPD).

Structure (XYZ):
```
8
Properties=species:S:1:pos:R:3:nbo_charge:R:1
O -0.201 -0.266 -1.637 -0.50
C 0.337 -0.994 -0.862 0.46
Cl 1.444 -0.625 0.594 -0.06
Cl 0.232 -2.609 -1.183 0.09
C -0.449 1.096 0.776 0.29
O -0.876 -0.005 0.989 -0.52
H 0.184 1.413 -0.084 0.13
H -0.671 1.991 1.407 0.12
```

E_tot (eV): -31243.932
E_LUMO (eV): 0.277
Orbital gap (eV): 10.5

Record 2
Entry from the Open Molecules 2025 dataset: a 2-piece molecular cluster, C2H2Cl2O2S overall at a distorted geometry (wB97M-V/def2-TZVPD).

Structure (XYZ):
```
9
Properties=species:S:1:pos:R:3:nbo_charge:R:1
C -1.403 0.534 -1.096 -0.26
C -1.959 0.407 -0.030 -0.13
O 2.730 -1.381 -0.356 -0.87
O 0.679 -0.993 0.997 -0.90
S 1.524 -0.631 -0.349 1.57
Cl -2.798 0.118 1.383 0.13
Cl 2.277 1.286 0.131 -0.32
H -1.210 0.877 -2.065 0.25
H 0.160 -0.218 1.384 0.52
```

E_tot (eV): -42078.379
E_LUMO (eV): 0.063
Orbital gap (eV): 10.5

Record 3
Entry from the Open Molecules 2025 dataset: a single C2H2Cl2OS molecule (wB97M-V/def2-TZVPD).

Structure (XYZ):
```
8
Properties=species:S:1:pos:R:3:nbo_charge:R:1
O -0.825 -1.387 0.021 -0.49
C -0.363 -0.292 0.004 0.39
C 1.084 0.117 -0.001 -0.50
Cl 2.144 -1.311 -0.013 -0.01
S -1.424 1.165 -0.016 0.21
Cl -3.223 0.291 0.003 -0.10
H 1.299 0.713 -0.889 0.25
H 1.307 0.703 0.891 0.25
```

E_tot (eV): -40033.768
E_LUMO (eV): -0.315
Orbital gap (eV): 9.6

Record 4
Entry from the Open Molecules 2025 dataset: a single C2H2Cl2OS molecule at a distorted geometry (wB97M-V/def2-TZVPD).

Structure (XYZ):
```
8
Properties=species:S:1:pos:R:3:nbo_charge:R:1
O 0.711 -1.646 0.022 -0.66
C 0.558 -0.357 0.141 0.25
Cl 2.003 0.587 0.399 0.01
C -0.652 0.117 0.091 -0.28
S -0.895 1.963 -0.025 0.01
Cl -2.109 -0.721 -0.021 0.07
H 1.337 -2.078 0.620 0.50
H -0.954 2.136 -1.226 0.10
```

E_tot (eV): -40032.484
E_LUMO (eV): 0.497
Orbital gap (eV): 9.8

Record 5
Entry from the Open Molecules 2025 dataset: a 2-piece molecular cluster, C2H2Cl2S overall at a distorted geometry (wB97M-V/def2-TZVPD).

Structure (XYZ):
```
7
Properties=species:S:1:pos:R:3:nbo_charge:R:1
C 0.371 1.008 -0.879 -0.35
C 0.047 -0.384 -1.308 -0.33
S 0.979 1.643 0.451 0.16
Cl 1.218 -0.910 -2.463 0.05
Cl 0.067 -1.508 0.017 0.02
H 0.106 1.746 -1.524 0.20
H -1.370 -0.565 -1.856 0.25
```

E_tot (eV): -37983.725
E_LUMO (eV): -0.963
Orbital gap (eV): 8.3

Record 6
Entry from the Open Molecules 2025 dataset: a single C2H2Cl2S2 molecule at a distorted geometry (wB97M-V/def2-TZVPD).

Structure (XYZ):
```
8
Properties=species:S:1:pos:R:3:nbo_charge:R:1
S -0.963 1.899 -0.101 0.12
C -0.396 0.283 0.069 -0.29
Cl -1.608 -0.952 -0.128 0.02
C 1.017 -0.082 0.076 -0.30
S 1.585 -1.676 0.144 0.10
Cl 2.122 1.226 0.114 0.07
H -2.037 1.512 -0.617 0.12
H 0.282 -2.209 0.444 0.17
```

E_tot (eV): -48820.258
E_LUMO (eV): 0.461
Orbital gap (eV): 8.4

Record 7
Entry from the Open Molecules 2025 dataset: a 2-piece molecular cluster, C2H2Cl3O2S overall at a distorted geometry (wB97M-V/def2-TZVPD).

Structure (XYZ):
```
10
Properties=species:S:1:pos:R:3:nbo_charge:R:1
C -1.841 0.061 0.311 -0.46
C 0.660 -0.004 -0.800 -0.41
O 0.924 -1.527 1.238 -1.03
O 2.065 0.668 1.436 -1.00
S 1.909 -0.586 0.661 1.53
Cl -2.215 1.669 0.319 0.02
Cl 0.549 -1.056 -2.143 -0.05
Cl 0.838 1.622 -1.313 -0.03
H -1.952 -0.574 -0.577 0.18
H -0.937 -0.273 0.869 0.24
```

E_tot (eV): -54601.843
E_LUMO (alpha / beta) (eV): 3.276 / 3.165
Net charge: -1
Orbital gap (alpha / beta) (eV): 7.1 / 7.4

Record 8
Entry from the Open Molecules 2025 dataset: a 2-piece molecular cluster, C2H2Cl3O2S overall at a distorted geometry (wB97M-V/def2-TZVPD).

Structure (XYZ):
```
10
Properties=species:S:1:pos:R:3:nbo_charge:R:1
C -0.598 -0.125 -0.231 -0.39
C -1.494 -0.760 0.509 -0.13
O 2.076 -2.802 1.836 -0.96
O 2.216 -1.229 0.074 -0.99
S 2.830 -1.644 1.356 1.60
Cl 2.242 0.091 2.905 -0.64
Cl -3.099 -0.260 0.315 -0.01
Cl -1.229 -2.151 1.488 0.06
H -0.884 0.709 -0.891 0.20
H 0.371 -0.340 -0.122 0.25
```

E_tot (eV): -54605.552
E_LUMO (eV): 3.020
Net charge: -1
Orbital gap (eV): 8.1

Record 9
Entry from the Open Molecules 2025 dataset: a single C2H2Cl5P molecule at a distorted geometry (wB97M-V/def2-TZVPD).

Structure (XYZ):
```
10
Properties=species:S:1:pos:R:3:nbo_charge:R:1
Cl 3.031 -0.121 0.613 0.00
C 1.404 0.575 0.374 -0.57
Cl 1.246 1.222 -1.262 0.00
P 0.243 -0.850 0.795 0.79
Cl 0.722 -2.106 -0.641 -0.25
C -1.630 -0.092 -0.218 -0.46
Cl -2.373 0.961 0.970 -0.01
Cl -2.602 -1.460 -0.621 0.03
H 1.291 1.393 1.085 0.25
H -1.331 0.478 -1.095 0.23
```

E_tot (eV): -74007.132
E_LUMO (eV): 0.100
Orbital gap (eV): 9.6

Record 10
Entry from the Open Molecules 2025 dataset: a 2-piece molecular cluster, C2H2ClF overall at a distorted geometry (wB97M-V/def2-TZVPD).

Structure (XYZ):
```
6
Properties=species:S:1:pos:R:3:nbo_charge:R:1
C -0.126 -0.254 0.088 -0.61
C -0.752 -1.315 0.434 0.64
F -1.297 -1.950 1.402 -0.25
Cl -0.445 -3.508 -1.720 -0.30
H 0.211 -0.102 -0.923 0.27
H 0.103 0.543 0.792 0.25
```

E_tot (eV): -17341.639
E_LUMO (alpha / beta) (eV): -1.248 / -3.144
Orbital gap (alpha / beta) (eV): 9.6 / 6.6

Record 11
Entry from the Open Molecules 2025 dataset: a 2-piece molecular cluster, C2H2ClF overall at a distorted geometry (wB97M-V/def2-TZVPD).

Structure (XYZ):
```
6
Properties=species:S:1:pos:R:3:nbo_charge:R:1
C -0.262 0.011 0.483 -0.41
C -0.928 0.074 -0.499 0.42
F -1.619 0.199 -1.569 -0.26
H 0.476 -0.168 1.204 0.24
Cl 2.543 1.647 -0.198 -0.29
H 3.939 1.659 -0.344 0.29
```

E_tot (eV): -17343.188
E_LUMO (eV): 0.493
Orbital gap (eV): 11.1

Record 12
Entry from the Open Molecules 2025 dataset: a single C2H2ClF3 molecule at a distorted geometry (wB97M-V/def2-TZVPD).

Structure (XYZ):
```
8
Properties=species:S:1:pos:R:3:nbo_charge:R:1
F -1.534 0.506 -0.882 -0.34
C -0.211 0.569 -0.513 0.53
F -0.002 1.602 0.325 -0.32
C 0.227 -0.657 0.329 0.09
F -0.621 -0.583 1.380 -0.33
Cl 1.857 -0.510 0.813 0.02
H 0.283 0.799 -1.433 0.15
H 0.001 -1.724 -0.019 0.21
```

E_tot (eV): -22780.812
E_LUMO (eV): 0.829
Orbital gap (eV): 12.5

Record 13
Entry from the Open Molecules 2025 dataset: a 2-piece molecular cluster, C2H2ClF3Si overall at a distorted geometry (wB97M-V/def2-TZVPD).

Structure (XYZ):
```
9
Properties=species:S:1:pos:R:3:nbo_charge:R:1
C 0.506 0.897 -1.102 -0.46
C -2.642 -0.648 -0.073 -0.17
F 1.616 -1.340 0.197 -0.64
F 2.485 0.852 1.084 -0.64
F 0.020 0.169 1.583 -0.64
Si 1.196 0.193 0.461 2.21
Cl -2.131 -2.211 -0.361 0.08
H 0.970 1.976 -1.400 0.16
H -2.020 0.112 -0.388 0.10
```

E_tot (eV): -30655.991
E_LUMO (alpha / beta) (eV): -2.961 / -2.961
Orbital gap (alpha / beta) (eV): 5.8 / 5.8

Record 14
Entry from the Open Molecules 2025 dataset: a single C2H2ClFS2 molecule at a distorted geometry (wB97M-V/def2-TZVPD).

Structure (XYZ):
```
8
Properties=species:S:1:pos:R:3:nbo_charge:R:1
F 0.889 -1.840 0.202 -0.33
C 0.805 -0.445 0.325 0.14
Cl 2.127 0.258 -0.679 -0.04
C -0.558 -0.014 -0.146 -0.44
S -1.690 -1.044 -0.612 0.10
S -0.687 1.617 -0.043 0.20
H 1.062 -0.158 1.342 0.21
H -1.948 1.625 -0.389 0.14
```

E_tot (eV): -39015.862
E_LUMO (eV): -0.807
Orbital gap (eV): 8.4

Record 15
Entry from the Open Molecules 2025 dataset: C2H2ClI as an isolated structure at a distorted geometry (wB97M-V/def2-TZVPD).

Structure (XYZ):
```
6
Properties=species:S:1:pos:R:3:nbo_charge:R:1
C -0.571 -0.865 0.724 -0.25
C 0.326 0.615 -0.261 -0.38
Cl 0.566 2.145 0.441 0.06
I 0.486 0.482 -2.388 0.18
H -0.769 -1.534 -0.146 0.20
H -0.038 -0.844 1.631 0.19
```

E_tot (eV): -22723.912
E_LUMO (alpha / beta) (eV): -0.352 / -0.649
Orbital gap (alpha / beta) (eV): 9.3 / 7.5

Record 16
Entry from the Open Molecules 2025 dataset: a 2-piece molecular cluster, C2H2ClN overall at a distorted geometry (wB97M-V/def2-TZVPD).

Structure (XYZ):
```
6
Properties=species:S:1:pos:R:3:nbo_charge:R:1
C -0.224 -0.128 0.208 0.14
C 1.044 0.203 -0.461 0.09
N 0.451 1.132 0.189 -0.25
Cl -2.756 -0.386 0.074 -0.46
H -0.384 -0.751 1.059 0.23
H 1.870 -0.069 -1.069 0.24
```

E_tot (eV): -16114.270
E_LUMO (eV): -1.605
Orbital gap (eV): 8.3

Record 17
Entry from the Open Molecules 2025 dataset: a 2-piece molecular cluster, C2H2ClN3O overall at a distorted geometry (wB97M-V/def2-TZVPD).

Structure (XYZ):
```
9
Properties=species:S:1:pos:R:3:nbo_charge:R:1
N 0.234 1.163 -1.149 -0.64
C 1.245 0.926 -0.586 0.67
N 2.110 0.492 0.140 -0.62
Cl 3.310 1.241 0.934 0.20
H -0.003 1.224 -2.059 0.40
N 2.909 -2.297 0.485 -0.77
C 1.982 -1.940 -0.183 0.88
O 1.160 -1.829 -0.999 -0.54
H 3.436 -1.854 1.168 0.41
```

E_tot (eV): -21144.247
E_LUMO (eV): 0.491
Orbital gap (eV): 10.5

Record 18
Entry from the Open Molecules 2025 dataset: a single C2H2ClN3O molecule at a distorted geometry (wB97M-V/def2-TZVPD).

Structure (XYZ):
```
9
Properties=species:S:1:pos:R:3:nbo_charge:R:1
O 1.486 -1.274 -0.196 -0.48
N 0.231 -0.829 -0.073 0.11
N -0.795 -1.651 -0.041 -0.11
N -1.870 -0.921 0.093 -0.23
C -1.520 0.393 0.146 -0.12
C -0.145 0.454 0.046 0.02
Cl 0.945 1.761 0.032 0.08
H 1.363 -2.238 -0.278 0.50
H -2.277 1.222 0.301 0.24
```

E_tot (eV): -21143.607
E_LUMO (eV): 0.649
Orbital gap (eV): 10.6

Record 19
Entry from the Open Molecules 2025 dataset: a single C2H2ClN3S molecule at a distorted geometry (wB97M-V/def2-TZVPD).

Structure (XYZ):
```
9
Properties=species:S:1:pos:R:3:nbo_charge:R:1
C 0.672 0.343 0.540 -0.38
C -0.303 -0.735 0.855 -0.59
N -0.915 1.871 -1.638 0.03
N -0.366 0.896 -1.546 0.24
N -0.210 -0.266 -1.808 -0.52
S 0.696 -1.089 -0.666 0.80
Cl 2.019 0.440 1.702 -0.06
H -0.299 -1.111 1.890 0.25
H -1.295 -0.349 0.672 0.23
```

E_tot (eV): -29928.233
E_LUMO (alpha / beta) (eV): -0.036 / -0.036
Orbital gap (alpha / beta) (eV): 8.4 / 8.4

Record 20
Entry from the Open Molecules 2025 dataset: a single C2H2ClNO molecule at a distorted geometry (wB97M-V/def2-TZVPD).

Structure (XYZ):
```
7
Properties=species:S:1:pos:R:3:nbo_charge:R:1
C -1.061 -0.496 -0.094 0.86
C 0.738 0.448 0.451 -0.40
N -0.367 0.437 -0.498 -0.60
O -1.855 -1.300 0.122 -0.45
Cl 2.175 -0.287 -0.084 -0.04
H 0.571 0.301 1.507 0.21
H -0.200 0.897 -1.404 0.41
```

E_tot (eV): -18162.628
E_LUMO (alpha / beta) (eV): 0.203 / 0.204
Orbital gap (alpha / beta) (eV): 7.4 / 7.4

Looking at energy above the lowest of the compared OMol25 structures with the same formula, charge and spin for the records above, in order, we have 296.6 267.7 0.0 123.9 209.3 85.0 357.8 0.0 0.0 373.5 224.0 87.4 806.6 18.9 418.5 367.8 135.2 197.0 455.1 265.0 kJ/mol.